C5H11IN2 | ωB97M-V with the def2-TZVPD basis set

CARTESIAN COORDINATES (ANGSTROEM)
C 2.373 -1.318 -0.950
C 1.422 -0.925 0.171
C 0.202 -0.529 -0.096
N -0.613 0.333 0.671
C -0.815 -0.060 1.975
N -1.582 1.040 0.086
C -1.189 1.749 -1.077
I -3.522 -0.279 -0.242
H 1.823 -1.712 -1.793
H 2.851 -0.369 -1.320
H 3.245 -1.907 -0.797
H 1.864 -0.708 1.089
H -0.240 -0.867 -1.070
H -1.796 0.285 2.513
H -0.805 -1.164 2.255
H 0.023 0.498 2.484
H -2.092 2.191 -1.462
H -0.532 2.564 -0.656
H -0.615 1.180 -1.782

Output
- total energy (eV) = -16440.7692
- HOMO (spin up / spin down) (eV) = -7.95 / -7.95
- SMILES string = C/C=C/N(C)N(C)I
- LUMO energy (spin up / spin down) (eV) = -0.49 / -0.49
- energy relative to the best compared isomer or geometry (same formula, charge and spin) (kcal/mol) = 41.13